Density functional theory data (ωB97M-V/def2-TZVPD) for 15 unconnected molecules or ions with the total composition C36H66BN16O4P2.

The total energy is -89685.72469 eV. The orbital gap is 5.0 eV. The HOMO energy is -3.185 eV.

ORCA input file:
```
! RIJCOSX wB97M-V def2-TZVPD def2/J DEFGRID3
* xyz -1 1
C 1.602 0.565 0.820
C 0.179 1.127 0.928
O -0.825 0.287 0.442
P -1.489 0.401 -1.162
N -2.280 1.922 -0.731
B -0.811 -1.409 -1.544
O -1.317 -2.076 -2.686
O 0.098 -2.084 -0.754
C 0.915 -3.063 -1.349
N 0.020 1.255 -1.918
C -0.298 2.546 -2.570
C 0.622 0.475 -2.916
C 1.966 -0.147 -2.604
O 0.188 0.340 -4.065
P -3.282 -0.821 -0.326
C -4.282 -1.438 -1.771
C -4.497 0.291 0.529
H 2.079 1.027 -0.043
H 2.171 0.896 1.679
H 1.599 -0.517 0.748
H 0.001 1.185 2.012
H 0.139 2.174 0.621
H -2.112 0.464 -2.475
H -2.875 2.303 -1.448
H -1.768 2.591 -0.179
H -0.706 -2.005 -3.424
H 1.076 -2.915 -2.415
H 0.528 -4.075 -1.229
H 1.898 -2.978 -0.886
H -0.350 3.341 -1.837
H -1.195 2.490 -3.188
H 0.525 2.798 -3.245
H 2.747 0.607 -2.661
H 2.158 -0.970 -3.285
H 1.990 -0.549 -1.595
H -4.024 -2.476 -1.960
H -5.348 -1.391 -1.559
H -4.060 -0.881 -2.683
H -4.976 0.969 -0.177
H -5.283 -0.331 0.961
H -4.000 0.823 1.332
C -0.657 2.049 5.304
C 0.687 1.846 4.784
N 1.746 1.695 4.372
H -0.847 3.114 5.423
H -1.381 1.634 4.605
H -0.759 1.554 6.268
C 5.245 0.770 5.571
C 5.549 0.745 6.995
N 5.788 0.743 8.118
H 5.530 -0.175 5.114
H 4.177 0.927 5.418
H 5.789 1.580 5.090
C 6.623 -1.206 2.175
C 5.405 -0.404 2.139
N 4.445 0.228 2.112
H 6.388 -2.220 2.492
H 7.069 -1.240 1.183
H 7.334 -0.768 2.873
C 2.630 -6.362 -0.900
C 3.752 -5.973 -0.058
N 4.643 -5.662 0.598
H 2.637 -5.754 -1.813
H 2.712 -7.416 -1.162
H 1.699 -6.195 -0.358
C -4.463 4.183 1.760
C -3.007 4.181 1.733
N -1.859 4.168 1.714
H -4.835 3.179 1.558
H -4.810 4.507 2.740
H -4.846 4.864 1.005
C -3.115 2.821 -5.964
C -3.898 2.918 -4.741
N -4.489 2.957 -3.758
H -2.180 2.301 -5.757
H -3.676 2.263 -6.712
H -2.891 3.812 -6.348
C -1.979 4.421 -9.785
C -1.558 4.799 -8.442
N -1.234 5.091 -7.381
H -2.650 3.566 -9.733
H -2.497 5.253 -10.256
H -1.110 4.156 -10.382
C 0.607 -5.245 -5.150
C 1.766 -4.988 -4.305
N 2.674 -4.790 -3.632
H 0.600 -4.546 -5.984
H 0.649 -6.262 -5.533
H -0.304 -5.114 -4.569
C -3.050 -5.334 -0.603
C -4.126 -5.908 -1.400
N -4.971 -6.364 -2.031
H -3.371 -4.391 -0.157
H -2.767 -6.027 0.187
H -2.186 -5.139 -1.235
C 6.369 4.107 9.676
C 7.458 4.292 10.628
N 8.316 4.438 11.376
H 6.381 4.910 8.942
H 6.480 3.154 9.161
H 5.417 4.116 10.201
C -5.202 8.571 0.885
C -5.860 7.331 0.494
N -6.365 6.351 0.175
H -4.137 8.501 0.675
H -5.623 9.403 0.325
H -5.347 8.745 1.949
C 5.220 4.069 2.508
C 5.565 4.192 3.919
N 5.839 4.258 5.032
H 5.510 3.085 2.143
H 4.145 4.183 2.383
H 5.735 4.836 1.934
C -6.771 -9.110 -1.612
C -6.579 -10.547 -1.774
N -6.429 -11.678 -1.901
H -5.838 -8.581 -1.790
H -7.515 -8.755 -2.321
H -7.112 -8.897 -0.601
C 3.264 -3.196 2.242
C 1.995 -3.880 2.039
N 0.992 -4.413 1.863
H 3.528 -3.224 3.298
H 4.038 -3.696 1.662
H 3.173 -2.159 1.921
*
```